{"formula": "C35H77N2O3P", "method": "ωB97M-V with the def2-TZVPD basis set", "lumo_ev": -3.672, "fmax_ev_per_a": 5.25, "relative_energy_kcal_mol": 0.0, "gap_ev": 9.311, "total_charge": 2, "symbols": ["C", "C", "C", "C", "N", "C", "C", "C", "C", "C", "H", "H", "H", "H", "H", "H", "H", "H", "H", "H", "H", "H", "H", "H", "H", "H", "H", "H", "H", "H", "C", "C", "C", "C", "N", "C", "C", "C", "C", "C", "H", "H", "H", "H", "H", "H", "H", "H", "H", "H", "H", "H", "H", "H", "H", "H", "H", "H", "H", "H", "C", "C", "C", "C", "P", "C", "C", "C", "C", "C", "C", "C", "C", "C", "C", "C", "C", "H", "H", "H", "H", "H", "H", "H", "H", "H", "H", "H", "H", "H", "H", "H", "H", "H", "H", "H", "H", "H", "H", "H", "H", "H", "H", "H", "H", "H", "H", "H", "H", "H", "H", "H", "H", "O", "C", "O", "O", "H"], "coordinates": [[-2.37088, 6.60532, -2.70465], [-3.57276, 5.74165, -2.43398], [-3.24981, 4.73443, -1.43264], [-4.47842, 3.93438, -1.05591], [-4.05772, 2.61065, -0.38020], [-3.48677, 2.79372, 1.04158], [-3.73430, 1.42527, 1.76474], [-5.01032, 0.86350, 1.22678], [-5.33108, 1.76597, 0.01181], [-3.20073, 1.68738, -1.29886], [-1.45349, 6.09495, -2.99792], [-2.19770, 7.19883, -1.80695], [-2.50259, 7.34645, -3.49299], [-3.99320, 5.36401, -3.36604], [-4.40931, 6.21240, -1.91758], [-2.82184, 5.25822, -0.57790], [-2.45606, 4.17990, -1.93320], [-4.98904, 3.67950, -1.98457], [-5.19265, 4.42804, -0.39692], [-2.45153, 3.11823, 0.93638], [-4.03307, 3.60655, 1.52006], [-2.88518, 0.77879, 1.54305], [-3.89221, 1.40224, 2.84300], [-4.77333, -0.16058, 0.93831], [-5.89865, 0.91206, 1.85656], [-5.65282, 1.33244, -0.93510], [-6.05088, 2.47944, 0.41302], [-2.21740, 2.15623, -1.26220], [-3.71522, 1.62591, -2.25783], [-3.26686, 0.69463, -0.85369], [-1.77155, 2.77597, 5.10907], [-0.93383, 4.09230, 5.06303], [0.56137, 3.90130, 4.90692], [1.01569, 3.68397, 3.40716], [2.40573, 3.06878, 3.30435], [2.84656, 2.86506, 1.77861], [3.90252, 1.84595, 1.75869], [3.46372, 0.87887, 2.88713], [2.55422, 1.64279, 3.88737], [3.44928, 4.01707, 3.83594], [-1.49936, 2.04717, 4.34562], [-2.84526, 2.81673, 4.92584], [-1.62303, 2.23226, 6.04204], [-1.15249, 4.61756, 5.99276], [-1.30412, 4.80147, 4.32273], [0.89389, 3.01702, 5.45057], [1.03290, 4.71848, 5.45280], [1.09034, 4.60990, 2.83691], [0.31274, 3.10169, 2.81141], [3.08978, 3.81171, 1.29612], [1.93063, 2.46481, 1.34389], [4.86159, 2.35824, 1.83526], [3.76496, 1.34300, 0.80149], [4.33632, 0.51216, 3.42770], [2.92339, 0.04142, 2.44576], [2.97271, 1.69053, 4.89270], [1.51340, 1.31908, 3.88863], [4.44159, 3.60239, 3.65854], [3.34173, 4.10406, 4.91713], [3.30829, 5.02583, 3.44785], [5.48870, -5.94474, 0.93119], [4.85070, -4.59844, 0.71654], [3.81910, -4.67802, -0.44584], [3.12586, -3.29538, -0.80994], [1.55551, -3.21555, -1.85214], [1.34857, -1.60597, -2.70207], [-0.15814, -1.22328, -3.02217], [-0.27512, 0.05899, -3.89257], [0.09365, 1.45908, -3.29136], [0.23465, -3.40775, -0.61970], [0.04114, -4.81624, -0.02866], [-1.23215, -4.79809, 0.77270], [-1.08990, -4.04737, 2.13217], [1.57250, -4.62199, -3.02694], [0.96486, -4.46321, -4.45171], [0.66934, -5.78947, -5.16203], [0.23959, -5.68439, -6.67496], [4.73675, -6.68883, 1.19387], [6.11705, -5.86297, 1.81810], [6.07479, -6.34975, 0.10623], [5.63750, -3.94578, 0.33831], [4.35141, -4.23200, 1.61350], [3.15809, -5.47125, -0.09667], [4.26070, -5.17216, -1.31124], [3.87668, -2.65495, -1.27280], [2.95298, -2.74536, 0.11509], [1.99273, -1.54322, -3.57912], [1.70426, -0.80049, -2.05958], [-0.65222, -1.08829, -2.06001], [-0.78192, -2.00419, -3.45712], [-1.34611, 0.17920, -4.05580], [0.15738, -0.04765, -4.88739], [-0.65054, 2.22878, -3.49591], [1.04423, 1.77857, -3.71845], [0.28763, 1.40853, -2.21995], [-0.69997, -3.05932, -1.05922], [0.48271, -2.68874, 0.16105], [0.85053, -5.01428, 0.67403], [-0.03146, -5.57102, -0.81169], [-1.45664, -5.84925, 0.95371], [-2.00260, -4.27799, 0.20350], [-0.47955, -4.59185, 2.85265], [-2.10702, -3.97191, 2.51671], [-0.72605, -3.03373, 1.96411], [1.09942, -5.48314, -2.55500], [2.60696, -4.95305, -3.11862], [1.49931, -3.84074, -5.16936], [-0.00970, -4.03845, -4.21109], [-0.16775, -6.27827, -4.66357], [1.49860, -6.48614, -5.03931], [-0.11357, -6.56016, -7.21938], [1.09730, -5.42391, -7.29511], [-0.60295, -4.99991, -6.77354], [-0.45110, 0.12584, 2.12641], [0.14970, 0.50376, 0.98380], [-0.30990, 1.51699, 0.43497], [1.02935, -0.19473, 0.46585], [-0.86375, 0.97558, 1.95535]]}